# C34H27N4O8OsS

A molecular structure, C34H27N4O8OsS (wB97M-V/def2-TZVPD, the Open Molecules 2025 dataset).

The calculation puts the relative energy (zero: lowest compared OMol25 entry of this formula, charge and spin) at 1.283 eV. Its total charge is +1. Its spin multiplicity is 5. For the lowest unoccupied orbital energy (alpha / beta), the calculation gives -2.7 / -6.7 eV.

Each line ends with the Mulliken spin population.
Element x y z (Å)
Os: 0.800 0.986 1.685  2.9291
S: 2.708 1.126 5.768  0.0274
C: 1.020 0.885 5.999  -0.0337
C: 0.319 0.830 4.834  0.0363
C: 1.131 1.022 3.686  -0.2012
C: 2.469 1.149 4.058  0.1108
C: 3.473 1.208 3.042  0.0556
C: 4.850 1.292 3.263  0.0120
C: 5.705 1.273 2.181  0.0129
C: 5.169 1.164 0.901  0.0040
C: 3.796 1.099 0.752  0.0287
N: 2.961 1.133 1.787  0.0162
H: 0.645 0.803 7.000  -0.0010
H: -0.743 0.664 4.791  0.0024
H: 5.217 1.359 4.275  0.0033
H: 6.773 1.336 2.324  0.0004
H: 5.806 1.133 0.033  0.0009
H: 3.363 1.018 -0.235  0.0059
O: 0.606 -1.509 2.080  0.0946
C: -0.599 -1.313 1.850  0.0239
O: -1.051 -0.129 1.755  0.0272
C: -1.563 -2.440 1.734  0.0532
C: -1.526 -3.461 2.683  0.1272
C: -2.419 -4.521 2.637  -0.0174
C: -3.309 -4.540 1.585  0.2264
O: -4.249 -5.465 1.281  0.1462
C: -4.834 -5.057 0.066  -0.0033
O: -4.298 -3.805 -0.299  0.1247
C: -3.336 -3.519 0.618  0.2427
C: -2.483 -2.444 0.683  -0.0783
H: -0.791 -3.414 3.471  -0.0002
H: -2.412 -5.302 3.376  0.0004
H: -5.925 -4.981 0.184  0.0203
H: -4.605 -5.800 -0.718  0.0221
H: -2.495 -1.665 -0.057  -0.0090
N: -2.926 4.892 3.455  0.0007
C: -2.335 4.545 2.170  0.0025
C: -1.545 3.245 2.348  -0.0104
O: -1.640 2.726 3.544  0.0063
O: -0.887 2.757 1.455  0.0267
H: -3.894 5.175 3.376  0.0001
H: -2.415 5.634 3.920  0.0000
H: -2.253 3.324 4.061  -0.0006
H: -1.649 5.298 1.764  -0.0002
H: -3.102 4.361 1.415  0.0004
O: 1.410 2.781 -0.269  0.0355
C: 1.064 1.813 -0.941  -0.0644
N: 0.900 1.718 -2.272  -0.0022
C: 0.509 0.375 -2.657  0.0044
C: 0.395 -0.290 -1.256  0.0268
O: 0.023 -1.420 -1.035  0.0126
N: 0.805 0.605 -0.352  -0.0455
C: 1.600 -0.346 -3.442  -0.0016
C: 2.443 0.373 -4.284  0.0000
C: 3.400 -0.283 -5.036  0.0000
C: 3.538 -1.657 -4.949  0.0001
C: 2.708 -2.377 -4.105  -0.0002
C: 1.743 -1.725 -3.360  0.0007
C: -0.798 0.304 -3.425  0.0001
C: -1.164 1.328 -4.293  0.0002
C: -2.318 1.221 -5.049  0.0000
C: -3.126 0.103 -4.940  0.0001
C: -2.771 -0.916 -4.072  -0.0003
C: -1.612 -0.819 -3.327  0.0005
H: 1.017 2.491 -2.902  -0.0022
H: 2.349 1.444 -4.373  -0.0002
H: 4.038 0.284 -5.696  0.0000
H: 4.286 -2.166 -5.535  0.0000
H: 2.813 -3.447 -4.020  0.0000
H: 1.111 -2.293 -2.695  0.0002
H: -0.545 2.205 -4.405  0.0000
H: -2.582 2.014 -5.733  0.0000
H: -4.026 0.022 -5.530  0.0000
H: -3.395 -1.792 -3.972  0.0000
H: -1.343 -1.618 -2.655  -0.0005

# C34H27NO3S

2 unconnected molecules or ions with the total composition C34H27NO3S (wB97M-V/def2-TZVPD, the Open Molecules 2025 dataset).

The calculation puts the relative energy (zero: lowest compared OMol25 entry of this formula, charge and spin) at 1.144 eV. For the lowest unoccupied orbital energy, the calculation gives -3.7 eV.

Each line ends with the natural charge from an NBO analysis.
Element x y z (Å)
C: -5.422 0.529 3.721  -0.3039
C: -4.843 -0.749 3.717  -0.2099
C: -3.459 -0.896 3.706  -0.2784
C: -2.617 0.250 3.694  0.1028
C: -1.202 0.101 3.658  -0.7103
C: -0.557 -1.146 3.668  0.2846
N: 0.062 -2.152 3.669  -0.4840
S: -0.201 1.603 3.666  2.1732
C: 1.479 0.943 3.667  -0.3186
C: 2.125 0.714 4.881  -0.1626
C: 3.439 0.242 4.875  -0.2130
C: 4.105 0.031 3.665  -0.2040
C: 3.457 0.290 2.455  -0.2335
C: 2.144 0.757 2.455  -0.1360
O: -0.383 2.295 2.410  -0.9771
O: -0.373 2.300 4.920  -0.9509
C: -3.224 1.536 3.707  -0.2902
C: -4.604 1.669 3.717  -0.1889
H: -6.507 0.641 3.728  0.1959
H: -5.471 -1.640 3.721  0.1977
H: -2.984 -1.880 3.703  0.2116
H: 1.590 0.894 5.813  0.2449
H: 3.933 0.043 5.825  0.2147
H: 5.130 -0.335 3.664  0.2095
H: 3.962 0.133 1.504  0.1992
H: 1.622 0.966 1.522  0.2067
H: -2.613 2.440 3.706  0.2199
H: -5.036 2.672 3.721  0.1989
C: -5.231 -3.893 -3.386  -0.6542
C: -4.266 -2.764 -3.228  0.0988
C: -4.686 -1.451 -3.495  -0.1881
C: -3.815 -0.392 -3.335  -0.0876
C: -2.460 -0.590 -2.903  -0.1877
C: -1.676 0.568 -2.688  0.1455
C: -0.357 0.709 -2.178  -0.2132
C: 0.443 -0.326 -1.614  -0.0132
C: 1.766 -0.104 -1.257  -0.3168
C: 2.293 1.187 -1.360  0.5170
O: 3.629 1.437 -1.053  -0.5247
C: 4.610 1.085 -1.994  0.2637
C: 5.243 2.125 -2.680  -0.2512
C: 6.130 1.805 -3.707  -0.1907
C: 6.404 0.469 -4.014  -0.2192
C: 5.797 -0.553 -3.280  -0.2079
C: 4.895 -0.255 -2.254  -0.2189
C: 1.497 2.271 -1.763  -0.2933
C: 0.212 2.021 -2.193  -0.0578
C: -2.030 -1.947 -2.751  -0.0757
C: -2.936 -2.993 -2.849  -0.2317
H: -4.766 -4.842 -3.108  0.2298
H: -6.121 -3.747 -2.763  0.2480
H: -5.580 -3.973 -4.423  0.2425
H: -5.713 -1.280 -3.826  0.2256
H: -4.143 0.629 -3.537  0.2231
H: -2.154 1.504 -2.983  0.2210
H: 0.028 -1.312 -1.433  0.2157
H: 2.391 -0.920 -0.884  0.2518
H: 5.001 3.156 -2.423  0.2326
H: 6.608 2.613 -4.263  0.2233
H: 7.096 0.227 -4.821  0.2231
H: 6.018 -1.599 -3.500  0.2221
H: 4.406 -1.038 -1.672  0.2155
H: 1.920 3.276 -1.764  0.2532
H: -0.406 2.845 -2.549  0.2258
H: -0.984 -2.180 -2.579  0.2199
H: -2.615 -4.019 -2.650  0.2356

# C34H28AsF5N2O4Pt

A molecular structure, C34H28AsF5N2O4Pt (wB97M-V/def2-TZVPD, the Open Molecules 2025 dataset).

The calculation puts the relative energy (zero: lowest compared OMol25 entry of this formula, charge and spin) at 0.885 eV. Its total charge is +2. For the lowest unoccupied orbital energy (alpha / beta), the calculation gives -9.0 / -9.0 eV.

Each line ends with the Löwdin charge.
Element x y z (Å)
Pt: 0.574 0.146 -0.480  0.9239
O: -0.875 4.607 -0.891  0.1421
C: -0.639 3.307 -0.736  -0.4724
O: -0.102 2.631 -1.571  0.0821
C: -1.108 2.819 0.614  -0.1390
C: -1.853 3.698 1.398  0.0509
C: -2.266 3.302 2.656  0.0197
C: -1.883 2.050 3.104  0.0328
C: -1.142 1.227 2.267  -0.1621
N: -0.780 1.573 1.019  0.1267
C: -0.705 -0.144 2.718  -0.4570
O: -0.648 -0.386 4.022  0.1735
O: -0.354 -0.984 1.937  0.0497
H: -0.588 4.865 -1.782  0.1593
H: -2.098 4.674 1.012  0.1350
H: -2.861 3.955 3.275  0.1346
H: -2.205 1.718 4.083  0.1314
H: -0.897 0.377 4.560  0.1154
F: 3.794 -0.848 -0.789  0.0694
C: 3.184 -0.585 -1.965  -0.2136
C: 1.828 -0.250 -2.027  -0.1818
C: 1.415 0.008 -3.340  -0.2672
F: 0.148 0.407 -3.588  -0.0089
C: 2.217 -0.086 -4.469  -0.1405
F: 1.704 0.179 -5.664  0.1475
C: 3.551 -0.443 -4.343  -0.1298
F: 4.335 -0.536 -5.398  0.1685
C: 4.031 -0.686 -3.066  -0.1432
F: 5.301 -1.019 -2.884  0.1455
C: 2.733 4.053 2.633  -0.0029
C: 2.569 2.980 3.501  -0.0232
C: 2.341 1.715 2.994  0.0014
C: 2.272 1.532 1.598  -0.2751
C: 2.373 2.639 0.730  0.0100
C: 2.637 3.885 1.250  -0.0188
N: 2.056 0.298 1.025  0.0502
C: 2.595 -0.784 1.624  -0.2518
C: 2.036 -2.083 1.437  0.0216
C: 2.603 -3.169 2.046  -0.0007
C: 3.762 -3.012 2.813  0.0328
C: 4.369 -1.768 2.966  -0.0105
C: 3.803 -0.663 2.384  0.0389
H: 2.917 5.040 3.034  0.1282
H: 2.602 3.139 4.570  0.1259
H: 2.130 0.881 3.651  0.1296
H: 2.313 2.466 -0.341  0.1183
H: 2.771 4.733 0.596  0.1276
H: 1.119 -2.155 0.869  0.0912
H: 2.159 -4.148 1.941  0.1308
H: 4.217 -3.880 3.270  0.1345
H: 5.308 -1.688 3.493  0.1307
H: 4.335 0.277 2.373  0.1374
C: -0.807 -2.232 -2.945  -0.2132
As: -1.250 -0.903 -1.617  1.1013
C: -2.547 0.264 -2.445  -0.2265
C: -2.278 -1.947 -0.311  -0.2889
C: -3.611 -2.365 -0.855  -0.3190
C: -3.762 -3.590 -1.504  -0.0579
C: -4.990 -3.960 -2.029  -0.0592
C: -6.084 -3.113 -1.902  -0.0620
C: -5.947 -1.898 -1.240  -0.0648
C: -4.720 -1.528 -0.719  -0.0708
H: -1.723 -2.775 -3.178  0.0387
H: -0.062 -2.920 -2.546  0.0509
H: -0.427 -1.758 -3.848  0.0386
H: -3.309 -0.333 -2.946  0.0522
H: -2.038 0.909 -3.153  0.0273
H: -3.027 0.871 -1.676  0.0342
H: -2.376 -1.358 0.596  0.0557
H: -1.660 -2.816 -0.070  0.0864
H: -2.921 -4.268 -1.588  0.1141
H: -5.095 -4.913 -2.526  0.1127
H: -7.043 -3.403 -2.306  0.1118
H: -6.799 -1.244 -1.125  0.1108
H: -4.625 -0.585 -0.193  0.1088

Let's list maximum force in order: 0.032, 0.057, 0.009 Eh/bohr.